A molecular structure, C26H17N5O4Pb in a non-equilibrium geometry, computed with the ωB97M-V functional and the def2-TZVPD basis.

```
53
Properties=species:S:1:pos:R:3:forces:R:3:lowdin_charge:R:1
Pb 0.10691 2.43782 -1.41738 -0.3 -0.5 -0.6 1.30
O -3.77190 5.60167 -1.38176 -1.2 -1.8 -0.6 0.12
C -2.68755 4.83727 -1.42241 0.8 -3.0 0.6 -0.44
O -2.75099 3.58848 -1.48291 0.3 3.1 -0.2 0.01
C -1.41995 5.61241 -1.24518 0.1 -0.7 0.1 -0.19
C -1.48095 6.95338 -0.97636 0.4 0.0 0.6 0.03
C -0.23260 7.55661 -0.76550 -0.6 2.0 0.7 -0.03
C 0.96892 6.91129 -0.84114 -0.8 -2.1 -1.3 0.04
C 0.92197 5.51438 -1.13932 -1.5 1.3 0.5 -0.15
N -0.27227 4.90878 -1.25813 0.9 0.2 -0.4 0.06
C 2.22565 4.74832 -1.17201 0.4 -2.6 1.2 -0.55
O 3.25337 5.40075 -1.13015 -0.6 -0.6 -0.4 0.07
O 2.11258 3.39901 -1.04469 0.1 3.0 -0.5 -0.30
H -4.46826 4.88476 -1.50773 0.5 1.4 0.3 0.17
H -2.46604 7.41052 -0.78700 0.9 0.1 -0.4 0.14
H -0.20559 8.61627 -0.47359 -0.1 -0.4 -0.3 0.12
H 1.91898 7.38394 -0.82318 0.6 0.4 0.4 0.12
N -0.12743 -5.73948 -0.56781 0.9 1.1 0.3 0.15
C 0.44870 -7.00058 -0.28588 -0.9 2.5 -1.0 -0.21
C -0.18246 -8.21706 -0.26533 0.8 -2.6 1.1 -0.02
C 0.68673 -9.34432 -0.17186 0.3 2.0 0.4 -0.07
C 2.10065 -9.16447 -0.18572 -1.0 -0.2 0.2 -0.10
C 2.66003 -7.89910 -0.21286 -0.2 0.8 -0.2 -0.02
C 1.82337 -6.74888 -0.27021 -0.1 -0.6 -0.9 -0.19
N 2.07693 -5.38489 -0.54162 0.1 -0.1 0.5 0.17
C 0.90879 -4.79141 -0.65222 -0.5 -3.0 0.7 -0.26
C 0.63292 -3.36663 -0.78784 1.1 1.2 0.0 -0.14
C -0.61868 -2.78289 -0.95898 0.3 -0.1 -0.7 -0.01
C -0.72623 -1.40694 -1.14193 -0.3 -0.9 1.0 -0.15
N 0.31054 -0.60991 -1.06667 0.9 1.4 -1.4 0.00
C 1.54610 -1.11975 -1.04804 -1.5 -2.7 2.0 -0.10
C 1.73526 -2.48536 -0.75574 0.1 0.4 -0.3 0.02
H -1.05292 -5.38960 -0.39046 -0.3 -0.7 0.0 0.13
H -1.25823 -8.32137 -0.11490 0.3 0.1 -0.4 0.11
H 0.38227 -10.32901 0.12397 -0.7 -0.3 -0.4 0.09
H 2.67363 -10.10230 -0.11693 0.1 0.8 0.0 0.11
H 3.71812 -7.76158 -0.21654 0.6 0.0 0.0 0.10
H -1.50737 -3.36956 -1.02431 -0.5 -0.4 0.0 0.10
H -1.71643 -0.96246 -1.21596 0.2 0.1 -0.1 0.11
H 2.39498 -0.51122 -0.98461 0.9 1.3 -0.2 0.10
H 2.73060 -2.83738 -0.44664 -0.5 0.0 -0.6 0.12
N -1.77585 2.74784 6.03134 0.5 -0.5 -2.0 0.14
C -1.52335 2.59945 4.90065 -1.0 0.8 2.3 -0.20
C -1.21887 2.55183 3.51940 1.5 0.1 -3.0 -0.23
C -2.01316 1.88918 2.54061 0.3 0.2 0.6 -0.03
C -1.58263 1.72403 1.20351 -1.1 0.4 1.1 -0.15
C -0.42738 2.35322 0.78739 0.9 -0.1 -0.2 -0.36
C 0.40182 3.02591 1.70793 -1.0 -0.8 0.3 -0.13
C 0.01213 3.14925 3.03756 -0.5 0.1 0.8 -0.02
H -3.01553 1.58189 2.83146 0.3 -0.4 0.0 0.11
H -2.25388 1.14661 0.52797 0.6 0.6 0.4 0.10
H 1.38696 3.32209 1.36689 -0.1 0.6 0.1 0.08
H 0.61760 3.78920 3.71284 -0.4 -0.8 -0.3 0.12
```
Forces are in eV/Å.

Results
**Net charge**: 0
**Largest force on an atom**: 3.67 eV/A
**HOMO**: -8.31 eV
**Molecular weight**: 670.65 Da
**ΔE to the lowest compared entry with this formula, charge and spin**: 13.68 kJ/mol

=====

A molecular structure, C2H2O6S2 in a non-equilibrium geometry, computed with the ωB97M-V functional and the def2-TZVPD basis.

```
12
Properties=species:S:1:pos:R:3:forces:R:3:lowdin_charge:R:1
C 0.05342 -0.33435 -0.66178 0.3 -1.5 2.8 -0.10
C -0.03583 -0.83725 1.43650 -0.9 0.7 -3.1 -0.30
O -2.84005 -0.38156 1.26571 1.5 -1.6 0.6 -0.43
O 0.61229 -2.82999 3.93872 -0.6 1.0 0.5 -0.50
O -1.87555 -2.29201 2.73113 -0.6 1.7 -1.9 -0.46
O -1.65585 0.08983 3.36482 -0.4 -1.1 -2.7 -0.51
O 0.75818 -0.91358 2.33885 0.8 0.3 -1.1 -0.17
O 1.09858 -0.63534 4.83359 -1.2 -0.3 -0.2 -0.51
S -1.77686 -0.89557 2.18092 -2.6 1.9 2.4 0.46
S 0.06650 -1.45849 4.14270 3.9 -2.3 3.2 0.79
H 0.21612 0.65550 -0.22424 -0.4 0.6 -0.3 -0.14
H -1.02694 -0.55595 -0.65724 0.0 0.6 -0.2 -0.13
```
Forces are in eV/Å.

Results
**Net charge**: -2
**Largest force on an atom**: 5.56 eV/A
**HOMO**: -0.67 eV
**Molecular weight**: 186.17 Da
**ΔE to the lowest compared entry with this formula, charge and spin**: 522.59 kJ/mol

=====

A molecular structure, C4F18KN2O8PS4 in a non-equilibrium geometry, computed with the ωB97M-V functional and the def2-TZVPD basis.

```
38
Properties=species:S:1:pos:R:3:forces:R:3:lowdin_charge:R:1
K -1.44010 -2.73357 -21.14944 0.7 1.1 -0.4 0.81
P -2.46382 0.91056 -20.90503 -0.3 1.0 -0.1 0.33
F -2.82736 1.72064 -19.47012 0.0 -1.1 -2.2 -0.20
F -1.70350 -0.30422 -19.99799 -0.5 0.5 -0.6 -0.28
F -3.85098 0.00477 -20.83993 0.6 1.1 0.6 -0.20
F -2.15194 0.07583 -22.27587 0.9 -0.3 0.4 -0.21
F -3.16248 2.04728 -21.92019 0.3 -0.9 2.0 -0.20
F -1.04446 1.71803 -20.96384 -1.1 -0.8 -0.1 -0.17
C 3.14659 -2.07639 -20.68074 -0.7 0.3 -0.7 -0.64
F 2.17190 -2.21105 -19.75707 0.5 0.4 0.1 0.10
F 3.89577 -0.97267 -20.40898 -1.3 -0.5 -0.6 0.12
F 3.97429 -3.07368 -20.61169 0.8 -1.4 0.6 0.15
S 2.31939 -2.23989 -22.41578 0.3 5.2 1.7 0.65
O 1.76641 -0.89005 -22.60377 -0.2 -2.4 0.3 -0.31
O 3.46479 -2.53371 -23.23397 -1.0 -1.0 -0.1 -0.28
N 1.10811 -3.35898 -22.08431 2.1 1.7 -0.6 -0.38
S 1.64227 -4.63858 -22.82168 -0.1 -3.4 -2.7 0.57
O 1.34268 -4.61559 -24.26847 0.1 -0.2 2.4 -0.31
O 2.93812 -5.14762 -22.43581 -0.7 0.2 0.1 -0.30
C 0.45773 -5.91713 -22.03889 1.8 1.5 -0.3 -0.66
F -0.78169 -5.51261 -22.25714 -1.3 0.1 0.3 0.10
F 0.62864 -7.07985 -22.64225 0.0 -0.2 0.6 0.16
F 0.67170 -5.98083 -20.69298 -0.4 -0.4 -1.1 0.11
C -4.61318 -4.25417 -23.29913 2.7 -0.9 2.0 -0.56
F -3.27235 -3.89333 -23.39147 -2.0 0.0 -0.2 0.08
F -5.37327 -3.59213 -24.11480 0.3 -0.4 0.4 0.22
F -4.64553 -5.58150 -23.45925 -0.5 1.1 -0.3 0.15
S -5.13430 -3.90504 -21.39445 -3.8 2.2 -2.2 0.77
O -5.57711 -2.49922 -21.40464 1.7 -2.9 0.3 -0.25
O -6.13918 -4.91956 -21.05647 2.5 1.3 -0.4 -0.28
N -3.61429 -4.02784 -20.45186 -2.1 -0.3 -1.4 -0.23
S -4.17393 -4.51439 -19.07770 -2.3 -1.6 4.7 0.64
O -5.18794 -3.52372 -18.58538 1.9 -1.5 -1.2 -0.16
O -4.59907 -5.92276 -18.92374 1.3 2.9 -0.7 -0.20
C -2.67905 -4.30893 -17.92767 -0.2 -0.1 0.1 -0.59
F -2.09056 -3.09290 -18.18963 -0.6 -2.2 0.6 0.11
F -3.07043 -4.41975 -16.65344 0.1 0.9 -1.1 0.16
F -1.91067 -5.37889 -18.15457 0.4 1.2 -0.4 0.15
```
Forces are in eV/Å.

Results
**Net charge**: -1
**Largest force on an atom**: 5.49 eV/A
**Expectation value of S²**: 0.76
**HOMO (alpha / beta)**: -7.79 / -7.79 eV
**Molecular weight**: 744.35 Da
**Spin multiplicity**: 2

=====

> Which of these has the highest molecular weight?

C4F18KN2O8PS4

=====

> Among the records above, which one has the lowest net charge?

C2H2O6S2